11
Properties=species:S:1:pos:R:3:lowdin_spin:R:1 method="wB97M-V/def2-TZVPD" multiplicity=2 charge=+1 s2=0.76 e_lumo_ev="-5.315 / -10.407" e_above_lowest_ev=0.944
O -1.432 1.556 -1.589 0.755
C -0.811 0.880 -0.791 0.052
O 0.123 0.088 -1.357 0.142
C -0.981 0.719 0.657 0.039
H 0.297 0.217 -2.314 0.000
H -1.993 1.147 0.875 0.000
H -0.337 1.476 1.204 0.001
H -0.900 -0.203 1.178 0.006
H 1.550 -2.524 0.380 0.000
H 2.713 -1.599 0.838 0.000
O 1.772 -1.756 0.919 0.005